{"formula": "C13H23ClIrMgN", "method": "ωB97M-V/def2-TZVPD", "species": ["Ir", "Cl", "C", "H", "H", "H", "Mg", "C", "C", "C", "H", "H", "H", "H", "H", "H", "H", "H", "C", "N", "C", "C", "C", "C", "C", "C", "C", "C", "H", "H", "H", "H", "H", "H", "H", "H", "H", "H", "H", "H"], "positions_angstrom": [[-0.90, -0.28, -0.32], [-0.65, 0.94, -2.24], [-2.48, -1.39, -0.26], [-2.37, -2.19, 0.48], [-2.74, -1.76, -1.27], [-3.23, -0.65, 0.09], [-0.14, -0.26, -5.06], [-2.21, 0.29, -5.20], [1.60, 0.87, -4.51], [0.32, -2.12, -6.02], [2.04, 0.24, -3.72], [2.27, 1.00, -5.38], [1.25, 1.83, -4.10], [-2.70, -0.48, -4.58], [-2.31, 1.28, -4.73], [-2.55, 0.27, -6.24], [-0.38, -2.83, -6.49], [1.31, -2.57, -6.18], [2.72, 0.38, 2.72], [2.03, -0.83, 3.01], [2.29, -1.40, 4.30], [0.71, -1.07, 2.40], [-0.15, 0.14, 2.48], [-0.32, 0.86, 3.68], [-1.08, 2.03, 3.66], [-1.70, 2.53, 2.51], [-1.56, 1.83, 1.29], [-0.80, 0.64, 1.37], [3.78, 0.20, 2.95], [2.36, 1.21, 3.37], [2.59, 0.67, 1.66], [1.78, -0.84, 5.10], [1.95, -2.45, 4.33], [3.37, -1.32, 4.49], [0.86, -1.44, 1.36], [0.30, -1.87, 3.03], [0.16, 0.47, 4.58], [-1.19, 2.57, 4.61], [-2.28, 3.44, 2.52], [-1.95, 2.07, 0.31]], "nbo_charge": [0.754, -0.606, -1.082, 0.183, 0.209, 0.203, 1.589, -1.404, -1.404, -1.075, 0.187, 0.164, 0.190, 0.185, 0.190, 0.167, 0.101, 0.101, -0.404, -0.464, -0.387, -0.234, -0.109, -0.232, -0.274, -0.239, -0.260, -0.306, 0.170, 0.160, 0.225, 0.144, 0.189, 0.179, 0.222, 0.186, 0.184, 0.182, 0.187, 0.231], "homo_ev": [0.662, -0.626], "charge": -2, "spin_multiplicity": 5, "e_lumo_ev": [4.578, 4.564], "orbital_gap_ev": [3.916, 5.191]}